C31H25N6PSn | ωB97M-V/def2-TZVPD

Values from the calculation:
* HOMO: -14.30 eV
* maximum force: 3.84 eV/A
* frontier orbital gap: 6.8 eV

```
! RIJCOSX wB97M-V def2-TZVPD def2/J DEFGRID3
* xyz 2 1
Sn 1.09696 1.31609 -1.24067
C -1.44804 2.77526 -4.61228
C -0.76663 2.78360 -3.39226
N -0.62293 1.66364 -2.66510
C -0.88843 0.46277 -3.28677
C -1.52737 0.50296 -4.51400
N -1.76727 1.60441 -5.17822
C -0.61248 -0.76867 -2.52345
C -1.23982 -2.02855 -2.69900
C -0.61488 -3.16072 -2.06701
C 0.31420 -2.91785 -1.09423
C 0.85405 -1.69863 -0.86296
N 0.37596 -0.58948 -1.57248
C 1.71739 -1.41377 0.28269
C 2.16283 -2.32741 1.25574
N 3.13954 -2.01234 2.01861
C 3.79585 -0.80128 1.87438
C 3.30407 0.14890 0.99470
N 2.25349 -0.17685 0.24420
C -1.11658 -4.51661 -2.23810
C -0.44140 -5.56303 -1.63282
C -1.08078 -6.80435 -1.70187
N -2.11808 -7.04926 -2.46470
C -2.62372 -5.98000 -3.18385
C -2.07373 -4.74760 -3.22321
H -1.64001 3.64051 -5.27488
H -0.39716 3.70017 -2.97442
H -1.60783 -0.43723 -4.99099
H -2.11028 -2.11676 -3.29657
H 0.71127 -3.85556 -0.53034
H 1.77844 -3.35795 1.34902
H 4.71723 -0.68095 2.42059
H 3.64850 1.18681 0.95001
H 0.41455 -5.37654 -1.02069
H -0.82155 -7.66655 -0.98749
H -3.47343 -6.13972 -3.78119
H -2.46057 -4.08530 -3.99531
C -1.90958 2.61529 0.76272
P -0.26007 1.83983 0.96223
C 0.71652 3.32671 1.31541
C 1.76291 3.19941 2.23200
C 2.58135 4.33338 2.54433
C 2.34876 5.52871 1.84575
C 1.36478 5.58698 0.90415
C 0.52571 4.54015 0.67380
C -0.32321 1.02583 2.55685
C -0.56641 -0.41047 2.59980
C -0.93275 -1.04260 3.75675
C -0.96296 -0.29151 4.96893
C -0.74806 1.06743 4.93110
C -0.44116 1.70999 3.72609
H -2.13341 3.31996 1.61227
H -2.68803 1.91958 0.74024
H -1.89447 3.09178 -0.29798
H 1.87392 2.25579 2.81632
H 3.37079 4.29459 3.27623
H 2.79916 6.46877 2.10155
H 1.17581 6.59294 0.58949
H -0.25923 4.83713 -0.01598
H -0.70845 -0.94645 1.70107
H -1.30109 -2.03121 3.69462
H -1.08836 -0.72316 5.99648
H -0.71459 1.59160 5.89872
H -0.41922 2.78738 3.72199
*
```

---

C31H25N6W | ωB97M-V/def2-TZVPD

Values from the calculation:
* HOMO (alpha / beta): -16.67 / -16.67 eV
* maximum force: 0.39 eV/A
* frontier orbital gap (alpha / beta): 6.5 / 6.5 eV

```
! RIJCOSX wB97M-V def2-TZVPD def2/J DEFGRID3
* xyz 3 1
W 0.00075 0.74042 -0.11075
C 1.23776 3.53206 -1.06485
N -0.00295 3.07912 -0.38116
C -1.24314 3.52718 -1.06894
C -2.29034 2.50370 -0.79467
N -1.94632 1.22277 -0.56339
C -3.16535 0.51830 -0.34183
C -3.42459 -0.81730 -0.06507
C -4.75328 -1.17408 0.06681
C -5.79370 -0.24164 -0.07431
C -5.53990 1.08607 -0.35450
C -4.20254 1.43020 -0.47970
N -3.59520 2.66745 -0.75239
C 2.28731 2.51137 -0.78947
N 1.94644 1.22895 -0.56191
C 3.16700 0.52734 -0.33980
C 3.42921 -0.80877 -0.06814
C 4.75854 -1.16174 0.06773
C 5.79646 -0.22537 -0.06527
C 5.53973 1.10266 -0.34165
C 4.20168 1.44283 -0.47092
N 3.59157 2.67899 -0.74285
H 1.54122 4.53431 -0.76120
H 1.05068 3.55448 -2.14061
H -0.00530 3.45738 0.56234
H -1.05329 3.54852 -2.14423
H -1.55072 4.52892 -0.76776
H -2.63760 -1.55168 0.03582
H -5.00349 -2.20455 0.27867
H -6.81703 -0.57261 0.03560
H -6.33785 1.80659 -0.47098
H -4.07934 3.54134 -0.91541
H 2.64407 -1.54604 0.02626
H 5.01125 -2.19230 0.27620
H 6.82043 -0.55343 0.04731
H 6.33584 1.82605 -0.45250
H 4.07360 3.55465 -0.90249
C -0.00081 1.18474 4.24390
C -0.00046 -0.15058 4.62892
C 0.00021 -1.17015 3.68076
C 0.00039 -0.84316 2.33466
C -0.00012 0.50964 1.91968
C -0.00069 1.51225 2.89576
C 0.00121 -1.84476 1.25780
C 0.00244 -3.21938 1.46467
C 0.00306 -4.06297 0.37942
C 0.00209 -3.56059 -0.93538
C 0.00172 -4.41838 -2.06142
C -0.00015 -3.89448 -3.32240
C -0.00149 -2.49634 -3.49271
C -0.00120 -1.64350 -2.41586
C 0.00080 -2.16224 -1.11499
N 0.00078 -1.31810 0.00002
H -0.00120 1.96211 4.99626
H -0.00064 -0.40439 5.68077
H 0.00055 -2.19704 4.01983
H -0.00084 2.56076 2.61957
H 0.00282 -3.61899 2.46717
H 0.00378 -5.13678 0.52897
H 0.00270 -5.48976 -1.90608
H -0.00058 -4.54128 -4.18835
H -0.00319 -2.08515 -4.49365
H -0.00285 -0.57363 -2.59726
*
```

---

C31H26BrF4N3OOsP | ωB97M-V/def2-TZVPD

Values from the calculation:
* HOMO (alpha / beta): -10.58 / -11.11 eV
* expectation value of S²: 6.03
* maximum force: 0.55 eV/A
* frontier orbital gap (alpha / beta): 8.2 / 6.8 eV

```
! RIJCOSX wB97M-V def2-TZVPD def2/J DEFGRID3
* xyz 1 5
Os 0.19387 0.27459 -0.97116
F -3.67251 -5.09837 2.06632
C -2.89898 -4.04690 1.87108
C -2.47375 -3.28875 2.94419
F -2.83923 -3.61684 4.17285
C -1.65979 -2.19373 2.72511
F -1.25397 -1.52645 3.80454
C -1.26176 -1.80437 1.44949
P -0.13617 -0.36664 1.28796
C 1.30641 -1.01006 2.19458
C 1.97692 -2.06252 1.56645
C 3.08381 -2.64195 2.16242
C 3.53813 -2.16390 3.38640
C 2.87252 -1.12368 4.01643
C 1.75190 -0.54880 3.42799
C -0.88405 0.96736 2.25717
C -2.23245 0.96280 2.59989
C -2.78241 2.04917 3.26346
C -1.99533 3.15005 3.57282
C -0.65858 3.17459 3.20161
C -0.10506 2.08927 2.53832
C -1.67737 -2.61078 0.38851
Br -1.10681 -2.35779 -1.38882
C -2.48856 -3.70999 0.59464
F -2.87821 -4.47664 -0.41708
H 1.63274 -2.42698 0.60282
H 3.59439 -3.46160 1.67353
H 4.40615 -2.61151 3.85348
H 3.21446 -0.76550 4.97899
H 1.21760 0.23493 3.94716
H -2.85884 0.11527 2.34966
H -3.82966 2.03583 3.53670
H -2.42758 3.99442 4.09426
H -0.04736 4.03949 3.42354
H 0.93365 2.12657 2.22896
O 0.19144 0.44523 -2.93822
C 1.02866 -0.03052 -3.87403
C 0.51242 -0.19621 -5.16070
C 1.30330 -0.66799 -6.18571
C 2.64206 -0.98745 -5.95427
C 3.16112 -0.82090 -4.69135
C 2.37232 -0.34137 -3.63726
C 2.95671 -0.11766 -2.32409
N 2.30949 0.08732 -1.17882
C 3.26699 0.31152 -0.19710
C 4.49357 0.22801 -0.75260
N 4.28029 -0.04511 -2.08673
H -0.52767 0.06099 -5.31851
H 0.88145 -0.79394 -7.17469
H 3.26529 -1.36436 -6.75366
H 4.19860 -1.08496 -4.52055
H 3.00646 0.51315 0.82650
H 5.47644 0.34127 -0.33049
H 4.99662 -0.14186 -2.78522
C -2.31448 2.33575 -2.71692
C -2.41867 2.06767 -1.21004
C -1.99680 3.32144 -0.43400
C -3.86058 1.68976 -0.85261
N -1.55793 0.95960 -0.86005
H -3.01729 3.12886 -2.97595
H -2.55965 1.44115 -3.29007
H -1.30822 2.65234 -2.99116
H -2.58068 4.17624 -0.77836
H -0.93937 3.53604 -0.60363
H -2.16108 3.19625 0.63696
H -4.52653 2.52841 -1.06045
H -3.93918 1.44116 0.20776
H -4.18923 0.82960 -1.43830
*
```

---

C31H26ClN3O3Pd | ωB97M-V/def2-TZVPD

Values from the calculation:
* HOMO: -7.82 eV
* maximum force: 0.55 eV/A
* frontier orbital gap: 6.7 eV

```
! RIJCOSX wB97M-V def2-TZVPD def2/J DEFGRID3
* xyz 0 1
Pd -0.90984 -0.99135 -0.21013
Cl -8.05511 -0.85310 1.03713
C -6.31635 -0.76998 1.04627
C -5.66931 0.05356 1.99062
C -4.31034 0.14099 2.02075
C -3.48249 -0.56999 1.10140
O -2.21738 -0.42193 1.20428
C -4.16462 -1.41805 0.15949
C -3.49256 -2.24969 -0.78200
N -2.21076 -2.27847 -0.98511
C -1.61953 -3.13324 -1.94126
C -2.17458 -4.25938 -2.49057
C -1.47305 -4.99406 -3.46893
C -0.22910 -4.61697 -3.88499
C 0.38873 -3.48179 -3.31026
C 1.68416 -3.02702 -3.64863
C 2.20921 -1.93768 -3.02369
C 1.45849 -1.28256 -2.02760
N 0.25647 -1.68628 -1.69312
C -0.30713 -2.76397 -2.32551
C -5.58048 -1.49269 0.16273
H -6.26787 0.61728 2.69419
H -3.81583 0.76913 2.74844
H -4.12018 -2.90727 -1.38014
H -3.14684 -4.60607 -2.16897
H -1.93806 -5.87574 -3.88912
H 0.30204 -5.18493 -4.63761
H 2.24701 -3.55594 -4.40820
H 3.19705 -1.57081 -3.26273
H 1.83770 -0.42682 -1.48307
H -6.07550 -2.13656 -0.55387
C 6.46383 2.56606 1.36778
C 5.14531 1.84132 1.38493
C 5.08373 0.45994 1.27119
C 3.87083 -0.22422 1.28230
C 3.88101 -1.73114 1.22279
C 2.68481 0.50895 1.37312
C 2.72069 1.89890 1.50493
C 1.46026 2.70314 1.66955
C 3.95186 2.54150 1.51637
C 1.37112 -0.23467 1.32021
O 1.18631 -1.25931 1.96188
O 0.54524 0.24876 0.44228
H 7.29376 1.87934 1.53216
H 6.50002 3.33515 2.14019
H 6.62511 3.06073 0.40738
H 6.00504 -0.10832 1.19313
H 4.88664 -2.09210 1.00611
H 3.20380 -2.11520 0.45903
H 3.54229 -2.15968 2.16522
H 0.79284 2.24078 2.39857
H 0.90295 2.76287 0.73432
H 1.69333 3.71326 2.00751
H 3.97797 3.61989 1.63671
C -1.65138 5.05974 0.89304
C -1.75649 3.99641 1.77416
C -1.92448 2.71921 1.25798
N -2.01268 2.46171 -0.04306
C -1.91461 3.49214 -0.87993
C -1.72574 4.80279 -0.46707
H -1.51121 6.06929 1.25814
H -1.69290 4.14520 2.84387
H -1.96937 1.85252 1.90792
H -1.98923 3.25839 -1.93684
H -1.64464 5.59800 -1.19570
*
```

---

C31H26ClN3O3Pd | ωB97M-V/def2-TZVPD

Values from the calculation:
* HOMO (alpha / beta): -7.46 / -7.39 eV
* expectation value of S²: 2.01
* maximum force: 0.38 eV/A
* frontier orbital gap (alpha / beta): 6.8 / 6.7 eV

```
! RIJCOSX wB97M-V def2-TZVPD def2/J DEFGRID3
* xyz 0 3
Pd -0.25201 0.12907 -0.48675
Cl 7.02682 1.16477 -1.32451
C 5.29782 1.28297 -1.16139
C 4.63367 2.43262 -1.62524
C 3.27834 2.53003 -1.50808
C 2.47248 1.50055 -0.92695
O 1.20869 1.67833 -0.90924
C 3.17689 0.34370 -0.43831
C 2.59601 -0.77204 0.23483
N 1.35307 -0.97441 0.51660
C 0.94148 -2.10526 1.23187
C 1.73327 -2.83564 2.08772
C 1.23574 -3.96427 2.76174
C -0.06209 -4.36374 2.61468
C -0.92898 -3.61966 1.78498
C -2.29642 -3.93509 1.61671
C -3.08592 -3.14887 0.82796
C -2.51326 -2.03318 0.19413
N -1.24651 -1.72857 0.31598
C -0.43323 -2.48924 1.09621
C 4.58649 0.27784 -0.58464
H 5.20699 3.23417 -2.07256
H 2.75166 3.40842 -1.85770
H 3.31843 -1.54021 0.52572
H 2.75408 -2.52978 2.27374
H 1.89958 -4.51190 3.41795
H -0.44637 -5.22836 3.14057
H -2.70188 -4.79874 2.12975
H -4.13717 -3.36037 0.69143
H -3.10648 -1.36968 -0.42644
H 5.10676 -0.59950 -0.21856
C -6.07385 6.09802 -0.19546
C -5.06627 4.97915 -0.18453
C -3.71897 5.22786 0.03262
C -2.77715 4.20359 0.03327
C -1.32334 4.49859 0.29432
C -3.20983 2.90154 -0.20923
C -4.55889 2.62161 -0.43542
C -5.02379 1.20977 -0.68150
C -5.47077 3.66717 -0.41061
C -2.20253 1.79466 -0.22926
O -1.56306 1.50533 0.81154
O -1.99698 1.17968 -1.32231
H -5.64438 7.02039 0.19399
H -6.94624 5.84476 0.40850
H -6.42443 6.29463 -1.21086
H -3.38914 6.24619 0.21017
H -1.12191 5.56513 0.19675
H -0.67169 3.95501 -0.39190
H -1.04710 4.18283 1.30129
H -4.75511 0.56474 0.15974
H -4.55339 0.79933 -1.57577
H -6.10548 1.17326 -0.80435
H -6.52249 3.45475 -0.57439
C 0.78122 -1.66293 -5.06400
C 0.45459 -2.56302 -4.06149
C 0.21699 -2.07845 -2.78812
N 0.29109 -0.78310 -2.48916
C 0.59924 0.08654 -3.45289
C 0.85354 -0.31505 -4.75351
H 0.97477 -2.00798 -6.07110
H 0.38424 -3.62398 -4.25700
H -0.03917 -2.74362 -1.97115
H 0.63875 1.12461 -3.14791
H 1.10219 0.42278 -5.50319
*
```

---

C31H26ClNO2PReS | ωB97M-V/def2-TZVPD

Values from the calculation:
* HOMO (alpha / beta): -17.12 / -17.12 eV
* relative energy (zero: lowest compared OMol25 entry of this formula, charge and spin): 1.540 eV
* expectation value of S²: 0.76
* maximum force: 3.80 eV/A
* frontier orbital gap (alpha / beta): 4.7 / 5.1 eV

```
! RIJCOSX wB97M-V def2-TZVPD def2/J DEFGRID3
* xyz 3 2
Re -0.20780 -0.02020 -0.67140
O 1.97220 -1.17860 -1.50820
N 1.76130 0.08770 -0.96990
C 2.76810 0.89950 -0.99000
C 2.74580 2.28910 -0.65520
C 3.98680 2.95850 -0.60770
C 4.06540 4.31600 -0.36620
C 2.89960 5.05940 -0.22780
C 1.66020 4.42760 -0.29540
C 1.56470 3.04900 -0.45930
P -0.13040 2.37720 -0.37980
C -0.81820 2.82530 1.23850
C -2.11500 2.39840 1.54230
C -2.71160 2.80420 2.72220
C -2.00670 3.59310 3.61960
C -0.69680 3.95840 3.34840
C -0.09640 3.58030 2.15890
C -1.07890 3.22460 -1.68550
C -2.45680 3.42440 -1.57540
C -3.15110 4.02750 -2.61070
C -2.47650 4.42540 -3.75730
C -1.10490 4.24040 -3.86450
C -0.40170 3.62440 -2.84180
H 2.31570 -1.79460 -0.83350
H 3.72260 0.49400 -1.32120
H 4.89310 2.39470 -0.75980
H 5.02900 4.80270 -0.31140
H 2.94690 6.12610 -0.05940
H 0.75330 5.01530 -0.21340
H -2.64180 1.75150 0.85310
H -3.72380 2.50850 2.94900
H -2.47580 3.91280 4.53690
H -0.13950 4.54920 4.05890
H 0.91480 3.89340 1.94630
H -2.99180 3.13870 -0.68300
H -4.21450 4.18930 -2.52050
H -3.02620 4.87360 -4.57060
H -0.57920 4.56680 -4.75000
H 0.66440 3.46460 -2.93360
Cl -2.08970 -0.08770 -1.60300
O 0.48920 -1.44640 0.77640
S 0.45820 -2.33400 2.02430
C 1.32680 -1.32830 3.23910
C 1.88250 -2.01020 4.31210
C 2.60610 -1.29060 5.24800
C 2.75330 0.08140 5.10450
C 2.18040 0.75230 4.03020
C 1.47090 0.04030 3.07710
C -1.23110 -2.21790 2.67370
C -2.01940 -1.11140 2.42050
C -3.31760 -1.09530 2.90910
C -3.80500 -2.19300 3.60800
C -2.99690 -3.29100 3.85720
C -1.68890 -3.30820 3.39770
H 1.75900 -3.07820 4.40780
H 3.05150 -1.81210 6.08130
H 3.31610 0.63630 5.83870
H 2.28380 1.82320 3.93550
H 1.03340 0.54490 2.21870
H -1.62690 -0.26570 1.85910
H -3.94640 -0.23420 2.74050
H -4.83330 -2.19410 3.93960
H -3.38030 -4.14560 4.39580
H -1.04540 -4.15300 3.59110
*
```

---

C31H26IN3O5PtS | ωB97M-V/def2-TZVPD

Values from the calculation:
* HOMO (alpha / beta): -7.34 / -7.36 eV
* relative energy (zero: lowest compared OMol25 entry of this formula, charge and spin): 0.000 eV
* expectation value of S²: 2.01
* maximum force: 1.05 eV/A
* frontier orbital gap (alpha / beta): 7.1 / 6.3 eV

```
! RIJCOSX wB97M-V def2-TZVPD def2/J DEFGRID3
* xyz 0 3
Pt -0.14589 -2.12929 -0.87984
C -0.47464 3.11403 1.58312
O -0.38380 2.87251 2.98252
C 0.59225 2.03247 3.40366
C 1.57728 1.50941 2.56980
C 2.49278 0.60288 3.07571
C 2.45271 0.21514 4.41179
C 1.52483 0.81662 5.25667
C 0.59196 1.70605 4.75914
N 3.38010 -0.70408 5.01956
N 3.85636 -1.64063 4.36027
C 3.30186 -1.95225 3.08177
C 4.16522 -2.15447 2.03445
C 3.71527 -2.36098 0.72303
C 2.36460 -2.44317 0.44066
O 1.89106 -2.64849 -0.76282
C 1.46253 -2.33521 1.54768
N 0.13506 -2.45320 1.25469
C -0.75918 -2.39120 2.21282
C -0.39377 -2.23483 3.55707
C 0.92678 -2.09627 3.87635
C 1.90963 -2.11066 2.86115
H -1.40349 3.65752 1.43337
H -0.50084 2.18112 1.01470
H 0.36165 3.72331 1.23285
H 1.63730 1.78967 1.52816
H 3.25573 0.21315 2.41782
H 1.52715 0.55086 6.30676
H -0.14733 2.16364 5.40312
H 5.22676 -2.05633 2.22905
H 4.41509 -2.46104 -0.09592
H -1.79613 -2.49304 1.92377
H -1.15824 -2.21674 4.32076
H 1.21948 -1.98992 4.91211
C -2.25297 3.51380 -3.04942
C -2.55603 2.16860 -2.45643
C -2.48101 1.01287 -3.22596
C -2.66261 -0.23859 -2.65607
C -2.92350 -0.31909 -1.30072
C -3.01845 0.81714 -0.50968
C -2.84266 2.05511 -1.09627
S -3.04765 -1.91170 -0.52771
C -4.79173 -2.17503 -0.84854
O -2.31362 -2.88357 -1.44795
H -2.24945 3.47946 -4.13782
H -1.26434 3.83401 -2.71117
H -2.97561 4.26237 -2.72376
H -2.23998 1.08862 -4.27957
H -2.57031 -1.14179 -3.24678
H -3.18524 0.73018 0.55766
H -2.87178 2.94809 -0.48440
H -4.98145 -2.02859 -1.91025
H -5.34502 -1.45137 -0.25103
H -5.04087 -3.18939 -0.54018
I 2.15642 -0.68946 -7.46288
C 1.55280 -0.21123 -5.52209
C 1.09843 -1.21791 -4.68363
C 0.72454 -0.87791 -3.39507
C 0.79217 0.42163 -2.91634
C 1.23791 1.41044 -3.78699
C 1.61880 1.10398 -5.08455
C 0.41889 0.84365 -1.50219
O 0.44855 2.03622 -1.23196
O 0.08643 -0.05092 -0.62752
H 1.04049 -2.24124 -5.02621
H 0.36467 -1.68615 -2.74117
H 1.28426 2.42778 -3.42244
H 1.96973 1.88342 -5.74668
*
```